A molecular structure, C42H42GeN6O2RbS4 at a distorted geometry, computed with the ωB97M-V functional and the def2-TZVPD basis.

* highest occupied orbital energy: -3.7 eV
* relative energy (zero: lowest compared OMol25 entry of this formula, charge and spin): 19.2 kcal/mol

Structure (ORCA input):
```
! RIJCOSX wB97M-V def2-TZVPD def2/J DEFGRID3
* xyz -1 1
Ge 0.469 -3.416 1.099
C 3.068 -4.445 0.132
H -4.671 -0.212 0.253
C -2.148 2.631 -0.931
O 3.325 0.805 -3.458
N 3.677 -0.994 0.807
C -3.686 0.267 0.106
C 3.949 -4.810 -0.876
C 0.569 4.917 -2.593
C 1.597 3.100 -4.418
H -1.285 -7.449 3.528
C 3.936 -0.059 1.718
S 0.663 -0.051 -4.859
C 1.192 3.769 -2.150
Rb 0.883 1.268 0.246
H 4.837 -5.383 -0.638
H 5.980 -0.114 -1.472
C 0.970 4.248 -4.868
C 0.542 -6.793 4.447
C -3.535 -0.799 4.260
H 4.175 -1.750 -1.033
H 0.873 4.429 -5.933
H -1.780 -1.629 -0.958
C -1.712 4.527 1.546
C -3.623 -0.562 2.899
H -2.148 -2.580 0.507
C -0.494 -6.709 3.528
H -0.306 -1.761 4.406
H 2.291 -4.036 3.550
H -4.674 2.097 -0.007
H 1.309 3.612 -1.087
S -0.129 3.846 1.656
H -2.287 -1.805 -3.813
H -0.664 6.871 -3.744
O 2.992 1.624 -1.164
H -3.456 -2.069 -0.537
H -1.160 -1.142 -6.124
C 0.452 5.176 -3.961
S 2.418 1.320 -2.459
H 2.369 -3.393 -3.518
C -1.366 -1.251 -3.941
C -3.161 6.455 1.956
C 1.512 -4.792 3.532
C 3.688 -4.453 -2.193
H -1.087 6.335 2.486
H -4.566 -0.232 2.485
C 4.411 -0.990 -0.301
N -0.092 6.372 -4.404
H -2.259 -1.420 5.881
C -3.823 1.708 0.582
H -4.915 3.995 0.491
C -4.058 4.496 0.924
C -0.511 -5.678 2.601
H -4.101 1.741 1.636
N -0.706 -0.835 -2.816
N 1.180 0.361 -2.157
H 2.023 2.402 -5.124
C -1.932 5.829 2.037
H -1.309 -5.615 1.870
C -4.241 5.788 1.395
H -3.277 7.465 2.335
H -1.759 1.673 -1.283
C 4.925 0.901 1.570
C -0.811 -0.927 -5.128
C 1.539 -5.828 4.456
H -4.405 -0.644 4.887
H 2.339 -5.892 5.184
H -1.342 3.364 -0.942
H 0.573 -7.611 5.155
C 2.564 -3.697 -2.497
C 5.430 -0.080 -0.542
C -2.349 -1.249 4.816
H 0.823 -2.712 -1.722
H 3.331 -0.096 2.620
C 1.692 -3.320 -1.487
S 0.204 -1.285 1.698
H 0.164 5.617 -1.870
C 1.707 2.849 -3.058
C 5.688 0.887 0.412
H 4.368 -4.761 -2.979
H -2.935 2.980 -1.622
C -2.477 -1.771 -0.133
C 1.929 -3.706 -0.168
H -5.211 6.263 1.311
C -1.331 -1.218 2.622
H -3.502 0.281 -0.969
H -0.424 6.397 -5.351
H 6.462 1.628 0.255
C -1.255 -1.449 3.990
H 3.265 -4.743 1.155
N -2.640 2.532 0.441
C 0.386 -0.166 -3.094
C -2.535 -0.758 2.044
C 0.496 -4.716 2.583
N -2.622 -0.548 0.664
H -0.744 -3.916 0.293
C -2.826 3.853 0.988
H 5.093 1.639 2.343
*
```

Results of the Löwdin charge analysis, in e, for atoms 1 through 4:
1. Ge 0.7821
2. C -0.1138
3. H 0.1199
4. C -0.0835